Record 1
Density functional theory data (ωB97M-V with the def2-TZVPD basis set) for the ion C3H4NO2S with charge -1 in a non-equilibrium geometry.

The geometry in XYZ format:
```
11
Properties=species:S:1:pos:R:3:forces:R:3:mulliken_charge:R:1
S -1.1742 0.9190 0.1864 0.08 1.38 -1.83 0.85
O -1.4588 2.0465 1.0861 0.63 -0.85 -0.68 -0.62
O -2.3170 0.5283 -0.6563 0.87 -0.41 1.11 -0.65
N 0.2979 1.1673 -0.9485 -5.09 5.26 2.38 -0.64
C 0.8531 0.0290 -0.9248 4.16 -4.26 -1.42 -0.31
C -0.3824 -0.4662 1.2172 2.87 3.69 -2.16 -0.22
C 0.4791 -0.9705 0.0809 2.19 -4.11 -0.53 -0.31
H 1.7784 -0.2227 -1.5955 -1.84 0.67 1.17 0.31
H 0.3561 0.2326 1.7905 -1.62 -1.44 0.36 0.22
H 1.5241 -1.4374 0.2134 -1.30 0.29 1.39 0.19
H 0.0438 -1.8260 -0.4495 -0.97 -0.21 0.21 0.18
```
Forces are in eV/Å.

Its net charge is -1. The orbital gap (alpha / beta) is 4.17 / 6.84 eV. The calculation puts the total energy at -19590.7109 eV. As for the HOMO energy (alpha / beta): 0.03 / -4.80 eV. The expectation value of S² is 2.010. Its spin multiplicity is 3. The LUMO energy (alpha / beta) comes out at 4.20 / 2.04 eV.


Record 2
Density functional theory data (ωB97M-V with the def2-TZVPD basis set) for a structure of composition C4H8O2.

The geometry in XYZ format:
```
14
Properties=species:S:1:pos:R:3:forces:R:3:mulliken_charge:R:1
O 0.6960 -0.3559 1.3514 -0.23 0.16 0.03 -0.43
O -1.0785 0.3938 -1.0615 -0.09 -0.12 0.24 -0.43
C 0.8332 -0.0139 -1.4989 0.09 -0.03 -0.04 -0.33
C -0.4098 0.2447 1.5140 0.16 -0.01 0.23 -0.38
C -1.5900 -0.0028 0.0300 -0.18 0.01 -0.22 -0.38
C 1.6397 -0.2855 -0.4118 0.06 0.01 -0.06 -0.33
H -2.3141 0.6785 0.4938 0.14 -0.03 -0.03 0.35
H 1.9405 -1.3058 -0.2071 -0.05 0.15 -0.04 0.22
H -0.4088 1.3490 1.5423 0.02 -0.16 -0.02 0.32
H 2.2707 0.4923 -0.0001 -0.10 -0.10 -0.09 0.24
H -1.1320 -0.2544 2.1723 0.07 0.01 -0.14 0.35
H -1.7893 -1.0820 0.1554 0.05 0.15 -0.04 0.32
H 0.4785 -0.8250 -2.1222 0.06 0.10 0.11 0.24
H 0.8640 0.9670 -1.9574 -0.01 -0.15 0.07 0.22
```
Forces are in eV/Å.

The orbital gap (alpha / beta) is 7.47 / 7.47 eV. The calculation puts the total energy at -8367.3462 eV. As for the HOMO energy (alpha / beta): -8.37 / -8.37 eV. The LUMO energy (alpha / beta) comes out at -0.91 / -0.91 eV.